{"formula": "C42H46ClN8O10P2SeTi", "method": "ωB97M-V with the def2-TZVPD basis set", "relative_energy_kcal_mol": 64.8, "total_charge": 2, "homo_energy_ev": [-13.9, -14.2], "multiplicity": 2, "gap_ev": [7.24, 7.52], "fmax_ha_per_bohr": 0.110, "symbols": ["Se", "Ti", "Cl", "P", "P", "O", "O", "O", "O", "O", "O", "O", "O", "O", "O", "N", "N", "N", "N", "N", "N", "N", "N", "C", "C", "C", "C", "C", "C", "C", "C", "C", "C", "C", "C", "C", "C", "C", "C", "C", "C", "C", "C", "C", "C", "C", "C", "C", "C", "C", "C", "C", "C", "C", "C", "C", "C", "C", "C", "C", "C", "C", "C", "C", "C", "H", "H", "H", "H", "H", "H", "H", "H", "H", "H", "H", "H", "H", "H", "H", "H", "H", "H", "H", "H", "H", "H", "H", "H", "H", "H", "H", "H", "H", "H", "H", "H", "H", "H", "H", "H", "H", "H", "H", "H", "H", "H", "H", "H", "H", "H"], "coordinates": [[7.71266, 13.15054, 16.38176], [12.70951, 12.32604, 10.63700], [12.14755, 17.38386, 8.01422], [17.39735, 12.14471, 7.85019], [16.29636, 12.03357, 10.91626], [18.96410, 12.06707, 7.70222], [17.12492, 13.38147, 6.90689], [12.52378, 11.63502, 6.61491], [11.44771, 15.90397, 5.40102], [16.79446, 12.56319, 12.32060], [16.63519, 10.52078, 11.12665], [12.62264, 11.39146, 8.80629], [14.80508, 12.25647, 10.78570], [16.54977, 10.94454, 7.59367], [11.94954, 13.75438, 5.08397], [9.47811, 13.71862, 16.11514], [7.65712, 12.34242, 14.76702], [11.32571, 5.38349, 13.81532], [12.65640, 10.20624, 11.68436], [12.60068, 13.34775, 12.41583], [12.51089, 13.82755, 9.39261], [12.50174, 15.22080, 9.52240], [10.66378, 12.11970, 10.97764], [13.53605, 17.91167, 11.84395], [9.86140, 13.29730, 14.91936], [11.38524, 13.20027, 12.99985], [12.04742, 9.29415, 10.95929], [8.86505, 12.63766, 14.17652], [17.13162, 12.83706, 9.56129], [12.27896, 18.07981, 12.51319], [18.90455, 13.58753, 13.02340], [8.10391, 11.84799, 12.03352], [12.74506, 9.98458, 13.01916], [19.84836, 10.94997, 7.99749], [11.39059, 16.21382, 11.43124], [12.39253, 14.70453, 7.25370], [11.68727, 7.78574, 12.83635], [15.97200, 13.46776, 5.95691], [12.25516, 14.09509, 15.11980], [17.52157, 11.88483, 14.51020], [12.59005, 16.08983, 10.66960], [13.66003, 16.95693, 10.88195], [8.30100, 11.63906, 10.66099], [12.48160, 15.71734, 8.27382], [11.21149, 13.50122, 14.31808], [16.01584, 14.91079, 5.56120], [21.02304, 11.13569, 7.12410], [16.96356, 9.34285, 10.25202], [12.42579, 13.54996, 8.06454], [9.14698, 12.24037, 12.83281], [20.21676, 10.94715, 9.49077], [11.87170, 14.85700, 5.85616], [11.25953, 17.18460, 12.41559], [11.49604, 6.42643, 13.28363], [13.48319, 14.36818, 14.45262], [12.46848, 12.16553, 7.73437], [17.97896, 12.30510, 13.15341], [9.62815, 11.72462, 10.20979], [12.33979, 8.76703, 13.64225], [16.15092, 12.49891, 4.79124], [11.48274, 8.12824, 11.44768], [15.63981, 8.89808, 9.69273], [17.59414, 8.34337, 11.23796], [13.62893, 13.88026, 13.14956], [10.41304, 12.50272, 12.25304], [18.23578, 12.00980, 15.30734], [7.07806, 11.77771, 12.36925], [20.48807, 9.92952, 9.76272], [16.98341, 15.38152, 5.21316], [19.30962, 11.16103, 10.15542], [16.58270, 12.27827, 14.85176], [12.14371, 18.91745, 13.17076], [17.38002, 10.79796, 14.38329], [12.11901, 14.28338, 16.14921], [17.65168, 9.64083, 9.47089], [12.10670, 12.95796, 5.65394], [13.13099, 10.80615, 13.63859], [14.90427, 8.83498, 10.53087], [14.45016, 18.39384, 12.28034], [20.70367, 11.07673, 6.07996], [7.59302, 11.36439, 9.99002], [18.24899, 14.37845, 12.71547], [16.30463, 11.51939, 5.18765], [15.01332, 13.24209, 6.48258], [16.78085, 8.01916, 11.87556], [15.26202, 15.06683, 4.70491], [9.77334, 11.53098, 9.18848], [19.43566, 13.89949, 13.94572], [18.10079, 7.53314, 10.71922], [17.04104, 12.61474, 4.12627], [11.07188, 7.45518, 10.68119], [21.85004, 10.42138, 7.40514], [10.59371, 15.49891, 11.25464], [15.74311, 7.93177, 9.14612], [18.16204, 13.00572, 9.97793], [12.63395, 8.63058, 14.68980], [14.61571, 13.90344, 12.64666], [10.31678, 17.18036, 13.08103], [14.20798, 14.95755, 15.03731], [18.31026, 8.93377, 11.80126], [19.28009, 10.04909, 7.70860], [21.36664, 12.24133, 7.24577], [15.67896, 15.58409, 6.36624], [15.36808, 9.60705, 8.91497], [11.99062, 9.43937, 9.87028], [21.09282, 11.56063, 9.78493], [15.28064, 12.56786, 4.11176], [14.50936, 16.84762, 10.21566], [16.67976, 13.86425, 9.52856], [19.73242, 13.40508, 12.23108], [18.48604, 11.46743, 12.62262]]}